# 1
Below is a gas-phase ion, C5H8N (charge +1), with properties calculated with the ωB97M-V functional and the def2-TZVPD basis.

Summary:
- Molar mass: 82.1 g/mol
- LUMO energy: -4.68 eV
- 2S+1: 1
- Charge: +1
- Orbital gap: 10.99 eV

Each line ends with the Mulliken charge.
Element x y z (Å)
C 0.20475 -1.15896 -0.65800  -0.46
C -0.24551 0.06659 -1.45385  -0.60
C -0.88451 -0.09471 1.26561  -0.48
C 0.67231 1.43002 0.74010  -0.04
C -0.03593 0.30086 -0.04175  0.47
N -0.71912 1.16032 0.88214  -0.27
H -0.39779 -2.05292 -0.45825  0.33
H 1.31921 -1.28806 -0.58482  0.26
H 0.34995 0.62361 -2.14893  0.28
H -1.28987 0.02294 -1.76727  0.24
H -1.76839 -0.50513 0.95282  0.42
H -0.29187 -0.61920 1.99656  0.33
H 1.28854 1.03579 1.52008  0.28
H 0.77109 2.49187 0.27428  0.26

Atoms 1-3, force components in eV/Å:
2.5 1.1 -0.7
-1.8 -1.7 -0.2
0.9 -1.3 1.1

=====

# 2
Below is a gas-phase ion, C5H8N (charge +1), with properties calculated with the ωB97M-V functional and the def2-TZVPD basis.

Summary:
- Molar mass: 82.1 g/mol
- LUMO energy: -3.09 eV
- 2S+1: 1
- SMILES: C=C1C[N+]12CC2
- Charge: +1
- Orbital gap: 12.58 eV

Each line ends with the Mulliken charge.
Element x y z (Å)
C 2.30279 0.75255 -0.13707  -0.57
C 1.42864 -0.15113 0.00080  0.24
C 0.55376 -1.32786 0.09600  -0.42
N -0.25322 -0.18098 0.09106  0.13
C -1.38170 0.26657 -0.71430  -0.35
C -1.47408 0.39946 0.70072  -0.32
H 1.83779 1.74931 -0.26957  0.29
H 3.19422 0.19798 -0.44629  0.31
H 0.60961 -1.83043 -0.89157  0.25
H 0.61868 -2.02657 0.84962  0.36
H -1.90658 -0.45434 -1.23589  0.32
H -0.99122 1.17703 -1.24511  0.22
H -1.44738 1.38433 1.20696  0.23
H -2.15826 -0.15350 1.26500  0.29

Atoms 1-3, force components in eV/Å:
-0.2 0.8 -1.1
-4.6 -2.1 1.3
2.3 -0.5 -3.3

=====

# 3
Below is a gas-phase ion, C5H8N (charge +1), with properties calculated with the ωB97M-V functional and the def2-TZVPD basis.

Summary:
- Molar mass: 82.1 g/mol
- LUMO energy: -3.61 eV
- 2S+1: 1
- SMILES: C=C=C[NH+]1CC1
- Charge: +1
- Orbital gap: 11.00 eV

Each line ends with the Mulliken charge.
Element x y z (Å)
C 2.79212 0.21764 0.37497  -0.65
C 1.63479 -0.45538 0.05659  0.22
C 0.55339 -1.14840 -0.37308  -0.28
N -0.83615 -0.67982 -0.14149  0.03
C -1.29715 0.43116 0.71502  -0.27
C -1.53356 0.40926 -0.72454  -0.28
H 2.98926 1.14229 -0.25014  0.22
H 3.51402 0.01080 1.07259  0.34
H 0.54956 -1.77516 -1.29550  0.32
H -1.38536 -1.58326 -0.17905  0.36
H -0.52472 1.04244 1.25814  0.25
H -2.04652 0.04550 1.49798  0.24
H -2.47853 0.15656 -1.05886  0.28
H -1.05424 1.13204 -1.49802  0.23

Atoms 1-3, force components in eV/Å:
-4.9 0.0 -3.7
1.4 0.4 0.4
2.0 2.5 -1.0

=====

Calculated F_max, 3.77; 5.28; 6.14 eV/A (same order as the records).
Calculated HOMO, -15.7; -15.7; -14.6 eV (same order as the records).
Calculated energy relative to the best compared isomer or geometry (same formula, charge and spin), 536.54; 496.88; 406.68 kJ/mol (same order as the records).